Record 1
DFT (the ωB97M-V functional and the def2-TZVPD basis) results for a cluster of 2 separate species, C4H10O3 in total at a distorted geometry.

Each line ends with the natural charge from an NBO analysis.
Positions of all 17 atoms, in Å:
C: -0.42 0.12 0.99  -0.071
O: -0.53 0.27 2.31  -0.693
C: 1.09 0.56 0.60  -0.422
C: 1.51 -0.26 -0.64  -0.521
C: 0.80 0.34 -1.84  0.425
O: 0.81 1.54 -1.77  -0.528
H: -1.03 0.89 0.38  0.171
H: -0.58 -0.99 0.86  0.173
H: -0.40 1.10 2.55  0.459
H: 1.73 0.29 1.36  0.206
H: 1.03 1.69 0.41  0.233
H: 2.55 -0.21 -0.92  0.237
H: 1.45 -1.33 -0.48  0.209
H: 0.39 -0.28 -2.71  0.134
H: -3.26 -1.74 -0.82  0.465
H: -2.04 -0.91 -0.14  0.472
O: -3.10 -1.08 -0.16  -0.948

The calculation puts the HOMO energy at -9.88 eV. As for the spin multiplicity: 1. The calculation puts the energy above the lowest of the compared OMol25 structures with the same formula, charge and spin at 302.3 kJ/mol. As for the gap between HOMO and LUMO: 10.54 eV. The SMILES is O=CCCCO.O. The calculated total energy comes out at -10450.11015 eV. The total charge is 0.

---

Record 2
DFT (the ωB97M-V functional and the def2-TZVPD basis) results for the molecule C5H9NO2 at a distorted geometry.

Each line ends with the natural charge from an NBO analysis.
Positions of all 17 atoms, in Å:
C: 0.35 1.96 1.29  -0.740
C: 1.16 0.62 1.18  0.694
N: 0.53 -0.47 0.55  -0.640
C: 0.18 -0.89 -1.80  -0.620
C: -0.46 -0.36 -0.51  -0.170
C: -1.57 -1.34 -0.09  0.451
O: -2.75 -1.18 -0.23  -0.503
O: 2.22 0.38 1.70  -0.583
H: -0.20 2.24 0.37  0.218
H: 0.89 2.90 1.36  0.245
H: -0.42 2.00 2.10  0.249
H: 0.92 -1.38 0.72  0.404
H: 0.55 0.03 -2.51  0.222
H: 1.12 -1.43 -1.62  0.226
H: -0.54 -1.47 -2.36  0.220
H: -0.80 0.64 -0.62  0.230
H: -1.19 -2.23 0.48  0.097

The calculation puts the HOMO energy at -9.52 eV. As for the spin multiplicity: 1. The calculation puts the energy above the lowest of the compared OMol25 structures with the same formula, charge and spin at 144.2 kJ/mol. As for the gap between HOMO and LUMO: 10.23 eV. The SMILES is CC(=O)N[C@@H](C)C=O. The calculated total energy comes out at -10915.08153 eV. The total charge is 0.

---

Record 3
DFT (the ωB97M-V functional and the def2-TZVPD basis) results for a cluster of 14 separate species, C48H130N6O14 in total at a distorted geometry.

Each line ends with the Löwdin charge.
Positions of all 198 atoms, in Å:
C: 5.68 -0.33 5.40  -0.060
C: 6.19 -0.07 6.90  -0.385
C: 7.00 -1.28 7.43  -0.237
O: 7.35 -1.00 8.75  -0.188
C: 8.16 -1.99 9.35  -0.106
N: 7.09 1.08 6.78  0.026
H: 6.50 -0.60 4.73  0.067
H: 5.15 0.48 4.90  0.063
H: 5.03 -1.20 5.38  0.059
H: 5.35 0.02 7.59  0.127
H: 7.85 -1.41 6.77  0.124
H: 6.41 -2.20 7.37  0.122
H: 8.30 -1.66 10.38  0.088
H: 9.13 -2.12 8.87  0.087
H: 7.66 -2.96 9.37  0.083
H: 7.30 1.40 7.71  0.063
H: 6.73 1.95 6.41  0.067
C: -6.41 -8.70 2.68  -0.071
C: -7.17 -7.44 3.10  -0.440
C: -6.16 -6.44 3.75  -0.182
O: -6.93 -5.23 4.01  -0.197
C: -6.12 -4.11 4.26  -0.125
N: -7.87 -6.91 1.93  0.043
H: -5.79 -8.50 1.80  0.075
H: -7.08 -9.49 2.32  0.076
H: -5.80 -9.04 3.51  0.073
H: -7.91 -7.63 3.88  0.134
H: -5.35 -6.27 3.05  0.119
H: -5.70 -6.95 4.60  0.117
H: -5.49 -3.76 3.44  0.083
H: -5.45 -4.30 5.10  0.084
H: -6.85 -3.33 4.48  0.090
H: -8.15 -5.98 2.21  0.058
H: -7.09 -6.68 1.33  0.063
C: -5.25 3.39 2.09  -0.067
C: -4.76 4.82 1.76  -0.435
C: -4.42 5.69 3.04  -0.156
O: -4.14 7.02 2.58  -0.223
C: -3.86 7.99 3.57  -0.109
N: -3.73 4.62 0.78  0.024
H: -5.52 2.89 1.16  0.069
H: -6.12 3.55 2.72  0.068
H: -4.52 2.73 2.58  0.074
H: -5.51 5.41 1.25  0.130
H: -3.50 5.38 3.53  0.119
H: -5.21 5.69 3.79  0.119
H: -4.77 8.16 4.14  0.088
H: -3.40 8.87 3.11  0.088
H: -3.06 7.65 4.21  0.080
H: -3.45 5.59 0.66  0.063
H: -4.15 4.43 -0.11  0.076
C: 7.10 -7.96 -1.10  -0.077
C: 7.98 -6.82 -1.52  -0.440
C: 7.59 -5.43 -1.08  -0.241
O: 6.54 -5.02 -1.90  -0.174
C: 5.95 -3.84 -1.43  -0.116
N: 9.29 -7.06 -0.89  0.018
H: 7.40 -8.92 -1.52  0.080
H: 6.09 -7.69 -1.41  0.077
H: 7.10 -8.11 -0.02  0.080
H: 8.13 -6.90 -2.60  0.143
H: 8.40 -4.71 -1.19  0.128
H: 7.37 -5.40 -0.02  0.129
H: 5.34 -3.44 -2.23  0.085
H: 6.68 -3.08 -1.16  0.092
H: 5.18 -4.09 -0.69  0.088
H: 9.11 -6.88 0.09  0.062
H: 9.54 -8.02 -1.04  0.065
C: -6.17 -3.51 -2.31  -0.050
C: -6.86 -4.58 -3.18  -0.457
C: -7.02 -4.16 -4.65  -0.172
O: -8.03 -3.10 -4.61  -0.222
C: -8.61 -2.79 -5.87  -0.103
N: -6.15 -5.83 -3.03  0.029
H: -5.15 -3.46 -2.69  0.076
H: -6.16 -3.80 -1.26  0.070
H: -6.74 -2.59 -2.37  0.073
H: -7.85 -4.75 -2.76  0.137
H: -7.53 -4.99 -5.15  0.114
H: -6.13 -3.88 -5.20  0.126
H: -9.36 -2.04 -5.63  0.090
H: -8.94 -3.63 -6.48  0.081
H: -7.79 -2.33 -6.43  0.077
H: -6.51 -6.60 -3.57  0.068
H: -5.26 -5.68 -3.46  0.065
C: 0.16 6.86 -3.64  -0.051
C: -0.92 7.98 -3.71  -0.415
C: -1.84 7.90 -4.98  -0.200
O: -1.10 8.17 -6.15  -0.188
C: -1.86 7.93 -7.28  -0.136
N: -1.77 7.94 -2.53  0.015
H: 0.85 6.90 -4.48  0.073
H: -0.20 5.83 -3.69  0.073
H: 0.63 6.92 -2.66  0.066
H: -0.44 8.96 -3.71  0.128
H: -2.58 8.69 -4.83  0.119
H: -2.27 6.91 -5.05  0.123
H: -1.12 7.99 -8.08  0.096
H: -2.62 8.70 -7.37  0.085
H: -2.41 6.99 -7.23  0.084
H: -2.31 8.79 -2.41  0.067
H: -1.15 8.00 -1.73  0.062
C: 1.04 3.38 -8.41  -0.074
C: 2.30 2.59 -8.08  -0.478
C: 2.07 1.03 -7.99  -0.037
O: 3.08 2.96 -9.18  -0.072
H: 1.26 4.42 -8.67  0.073
H: 0.38 3.42 -7.54  0.070
H: 0.48 3.02 -9.27  0.083
H: 2.85 2.95 -7.22  0.131
H: 1.33 0.80 -7.23  0.071
H: 2.98 0.44 -7.86  0.069
H: 1.66 0.62 -8.91  0.071
H: 3.48 3.81 -9.00  0.093
C: -0.93 -0.60 0.53  -0.048
C: 0.18 0.47 0.27  -0.493
C: 0.31 0.84 -1.21  -0.064
O: -0.19 1.59 0.99  -0.067
H: -0.70 -1.54 0.01  0.066
H: -1.90 -0.27 0.15  0.075
H: -1.01 -0.83 1.59  0.070
H: 1.17 0.22 0.65  0.136
H: 0.84 0.01 -1.68  0.074
H: 0.97 1.70 -1.37  0.075
H: -0.61 1.09 -1.74  0.079
H: -0.98 2.03 0.67  0.090
C: 2.50 -6.22 3.64  -0.045
C: 1.42 -6.16 4.76  -0.441
C: -0.01 -6.05 4.19  -0.082
O: 1.35 -7.46 5.33  -0.084
H: 2.26 -6.83 2.77  0.078
H: 3.44 -6.65 3.98  0.071
H: 2.77 -5.20 3.37  0.072
H: 1.52 -5.47 5.59  0.133
H: -0.77 -6.05 4.96  0.070
H: -0.38 -6.78 3.46  0.082
H: -0.14 -5.08 3.71  0.070
H: 0.54 -7.53 5.83  0.075
C: -6.02 3.01 -6.58  -0.047
C: -5.83 2.38 -5.17  -0.498
C: -4.75 1.38 -5.14  -0.064
O: -5.54 3.46 -4.31  -0.068
H: -6.25 4.07 -6.67  0.076
H: -6.81 2.45 -7.08  0.069
H: -5.20 2.76 -7.25  0.069
H: -6.78 2.05 -4.75  0.133
H: -3.80 1.64 -5.62  0.085
H: -5.10 0.47 -5.63  0.083
H: -4.47 1.06 -4.14  0.081
H: -6.29 4.05 -4.36  0.081
C: 4.08 5.64 2.69  -0.056
C: 3.54 6.78 3.59  -0.520
C: 2.22 7.30 3.10  -0.068
O: 3.40 6.33 4.89  -0.040
H: 4.34 5.98 1.68  0.074
H: 3.28 4.90 2.66  0.072
H: 4.86 4.97 3.03  0.073
H: 4.29 7.57 3.60  0.136
H: 1.94 8.24 3.57  0.081
H: 1.36 6.65 3.19  0.082
H: 2.27 7.46 2.02  0.076
H: 2.84 5.55 4.88  0.087
C: -0.77 -8.17 -1.96  -0.053
C: -0.69 -6.63 -1.92  -0.505
C: 0.67 -6.02 -1.77  -0.061
O: -1.28 -6.17 -3.13  -0.060
H: -1.74 -8.65 -2.08  0.079
H: -0.32 -8.59 -1.06  0.076
H: -0.15 -8.50 -2.79  0.075
H: -1.27 -6.24 -1.08  0.132
H: 1.46 -6.62 -2.23  0.079
H: 0.84 -5.81 -0.72  0.076
H: 0.72 -5.07 -2.30  0.081
H: -0.69 -6.53 -3.80  0.081
C: 6.34 3.84 -2.71  -0.056
C: 6.59 5.20 -3.41  -0.485
C: 7.79 5.96 -2.78  -0.068
O: 6.86 5.09 -4.79  -0.043
H: 5.36 3.56 -3.10  0.071
H: 6.36 3.78 -1.63  0.076
H: 6.97 3.02 -3.06  0.072
H: 5.71 5.82 -3.22  0.131
H: 7.62 6.24 -1.74  0.072
H: 8.11 6.88 -3.28  0.073
H: 8.68 5.33 -2.80  0.072
H: 7.72 4.67 -4.81  0.085
C: -0.34 1.05 6.74  -0.049
C: -0.37 2.55 7.07  -0.477
C: 0.40 3.02 8.30  -0.064
O: 0.18 3.27 5.97  -0.065
H: -1.34 0.76 6.41  0.071
H: -0.05 0.50 7.64  0.071
H: 0.37 0.74 5.97  0.076
H: -1.40 2.85 7.28  0.124
H: 1.48 2.88 8.24  0.078
H: 0.15 2.59 9.27  0.077
H: 0.23 4.09 8.35  0.076
H: -0.16 2.94 5.13  0.083

The calculation puts the HOMO energy at -9.22 eV. As for the spin multiplicity: 1. The calculation puts the energy above the lowest of the compared OMol25 structures with the same formula, charge and spin at 667.0 kJ/mol. As for the gap between HOMO and LUMO: 9.20 eV. The calculated total energy comes out at -89480.98175 eV. The total charge is 0.

---

Record 4
DFT (the ωB97M-V functional and the def2-TZVPD basis) results for a structure of composition C40H36BrCdCl6N5O6 at a distorted geometry.

Each line ends with the Löwdin charge.
Positions of all 95 atoms, in Å:
Cd: 0.18 -0.96 1.03  1.437
O: -0.20 2.79 3.84  0.025
C: 1.09 3.01 4.12  -0.285
C: 1.45 3.87 5.17  -0.031
C: 2.78 4.09 5.47  -0.122
C: 3.79 3.47 4.75  -0.124
C: 3.44 2.62 3.70  -0.056
C: 2.11 2.39 3.38  -0.099
C: 1.74 1.49 2.21  -0.412
O: 0.45 1.11 2.16  -0.271
N: 2.11 2.31 0.99  0.028
N: 1.46 2.24 -0.13  0.025
C: 1.89 2.90 -1.15  -0.232
C: 1.25 2.87 -2.43  -0.658
Br: -0.43 1.96 -2.50  0.761
C: 1.64 3.44 -3.58  -0.159
C: 2.87 4.20 -3.83  -0.221
C: 2.83 5.24 -4.76  -0.052
C: 3.93 6.04 -5.00  -0.108
C: 5.12 5.81 -4.31  -0.117
C: 5.20 4.74 -3.44  -0.092
C: 4.09 3.93 -3.21  -0.048
H: -0.16 2.05 3.11  0.051
H: 0.66 4.35 5.74  0.103
H: 3.04 4.75 6.29  0.088
H: 4.83 3.63 4.99  0.085
H: 4.21 2.12 3.13  0.114
H: 2.45 0.64 2.21  0.132
H: 2.99 2.83 1.02  0.134
H: 2.79 3.53 -1.06  0.104
H: 0.95 3.40 -4.42  0.083
H: 1.90 5.44 -5.29  0.106
H: 3.87 6.86 -5.71  0.093
H: 5.98 6.45 -4.47  0.090
H: 6.13 4.52 -2.93  0.099
H: 4.18 3.06 -2.57  0.104
N: -1.83 0.20 0.65  -0.047
C: -3.21 -0.23 0.84  -0.259
C: -3.43 -0.90 2.21  -0.186
C: -3.45 -2.44 2.19  -0.207
C: -2.09 -3.10 2.33  -0.274
N: -1.22 -2.81 1.19  -0.051
H: -1.58 0.95 1.28  0.059
H: -1.70 0.53 -0.30  0.017
H: -3.46 -0.92 0.04  0.098
H: -3.89 0.63 0.76  0.101
H: -4.38 -0.55 2.62  0.094
H: -2.63 -0.57 2.88  0.114
H: -3.91 -2.79 1.26  0.105
H: -4.07 -2.79 3.02  0.098
H: -2.25 -4.18 2.45  0.104
H: -1.59 -2.73 3.23  0.095
H: -1.74 -2.89 0.31  0.010
H: -0.46 -3.48 1.17  0.083
Cl: 4.43 -3.60 5.97  0.582
C: 3.79 -2.97 4.48  -0.743
C: 4.60 -2.87 3.37  -0.745
Cl: 6.28 -3.30 3.46  0.577
C: 4.04 -2.43 2.16  -0.629
Cl: 5.05 -2.30 0.74  0.620
C: 2.69 -2.10 2.02  -0.454
O: 2.17 -1.76 0.88  -0.245
C: 1.85 -2.13 3.21  -0.451
O: 0.62 -1.78 3.11  -0.211
C: 2.44 -2.59 4.39  -0.624
Cl: 1.41 -2.70 5.79  0.619
Cl: 3.10 -0.25 -3.46  0.771
C: 3.41 -1.31 -4.77  -0.590
C: 4.68 -1.35 -5.31  -0.122
C: 4.95 -2.17 -6.39  -0.110
C: 3.95 -2.98 -6.89  -0.142
C: 2.69 -2.98 -6.31  -0.562
Cl: 1.58 -4.20 -6.88  0.727
C: 2.35 -2.12 -5.24  -0.276
N: 1.12 -2.07 -4.62  0.087
C: -0.11 -2.35 -5.22  -0.244
C: -0.33 -1.90 -6.52  -0.089
C: -1.51 -2.14 -7.19  -0.116
C: -2.52 -2.85 -6.55  -0.112
C: -2.33 -3.28 -5.25  -0.048
C: -1.15 -3.05 -4.55  -0.142
C: -1.04 -3.63 -3.16  -0.056
C: -1.21 -2.65 -1.94  -0.658
O: -2.25 -2.86 -1.27  -0.075
O: -0.33 -1.81 -1.65  -0.095
H: 5.45 -0.75 -4.87  0.101
H: 5.94 -2.20 -6.83  0.096
H: 4.14 -3.66 -7.71  0.092
H: 1.05 -1.74 -3.64  0.113
H: 0.46 -1.34 -7.02  0.114
H: -1.65 -1.79 -8.20  0.094
H: -3.44 -3.06 -7.07  0.090
H: -3.12 -3.83 -4.76  0.110
H: -0.08 -4.13 -3.03  0.120
H: -1.84 -4.35 -3.03  0.099

The calculation puts the HOMO energy at -1.56 eV. As for the spin multiplicity: 1. The calculation puts the energy above the lowest of the compared OMol25 structures with the same formula, charge and spin at 75.9 kJ/mol. As for the gap between HOMO and LUMO: 5.30 eV. The calculated total energy comes out at -211545.32188 eV. The total charge is -2.